Record 1
DFT (ωB97M-V/def2-TZVPD) results for C5H7NO in the gas phase.

Frontier orbital gap (alpha / beta) = 6.0 / 6.0 eV
Spin multiplicity = 1
LUMO (alpha / beta) = -0.79 / -0.78 eV
Total energy = -8832.0326 eV
HOMO level (alpha / beta) = -6.744 / -6.744 eV

Geometry (Å):
O (-2.26, -0.77, -1.99)
C (-2.11, -0.21, -0.89)
C (-1.01, -0.39, -0.05)
C (0.30, -0.94, -0.52)
N (0.92, 0.08, 0.38)
C (2.07, 0.60, 0.43)
C (-0.39, 0.48, 1.00)
H (-2.89, 0.48, -0.49)
H (0.63, -1.95, -0.21)
H (0.58, -0.78, -1.58)
H (2.86, 0.21, -0.21)
H (2.25, 1.44, 1.10)
H (-0.40, 0.16, 2.06)
H (-0.53, 1.58, 0.97)

Atomic partial charges in e from the Mulliken method, atoms 1 to 4: -0.64 -0.21 0.00 -0.46

Record 2
DFT (ωB97M-V/def2-TZVPD) results for a molecular structure, C11H10Cl3CrN6S at a distorted geometry.

Frontier orbital gap (alpha / beta) = 7.2 / 7.3 eV
Spin multiplicity = 5
LUMO (alpha / beta) = -3.38 / -3.61 eV
Total charge = +1
Total energy = -97328.8751 eV
HOMO level (alpha / beta) = -10.574 / -10.864 eV

Geometry (Å):
Cr (-0.03, -0.32, 0.16)
N (-3.49, 2.22, -0.49)
C (-2.33, 1.55, -0.45)
S (-2.39, -0.14, -0.01)
N (-1.24, 2.21, -0.77)
N (-0.12, 1.48, -0.66)
C (0.99, 2.00, -1.08)
C (2.17, 1.18, -0.90)
C (3.45, 1.57, -1.27)
C (4.52, 0.74, -1.00)
C (4.29, -0.47, -0.36)
C (2.99, -0.81, -0.03)
N (1.95, -0.02, -0.30)
H (-4.34, 1.74, -0.28)
H (-3.50, 3.18, -0.77)
H (1.02, 2.99, -1.52)
H (3.58, 2.53, -1.77)
H (5.53, 1.03, -1.28)
H (5.10, -1.14, -0.11)
H (2.76, -1.75, 0.45)
C (-0.06, -4.83, 0.07)
C (-0.02, -3.40, 0.22)
N (0.02, -2.26, 0.32)
H (0.68, -5.15, -0.66)
H (-1.05, -5.14, -0.27)
H (0.15, -5.32, 1.02)
Cl (1.52, -0.80, 5.27)
C (-0.02, -0.04, 4.82)
Cl (-0.22, 1.50, 5.69)
Cl (-1.37, -1.13, 5.18)
C (0.00, 0.23, 3.40)
N (0.02, 0.44, 2.27)

Atomic partial charges in e from the Mulliken method, atoms 1 to 4: 0.54 -0.36 0.65 -0.47

Record 3
DFT (ωB97M-V/def2-TZVPD) results for C6H12O in the gas phase.

Frontier orbital gap = 10.6 eV
Spin multiplicity = 1
LUMO = 1.10 eV
Total energy = -8463.7890 eV
HOMO level = -9.509 eV
SMILES = C[C@@H]1OCC[C@@H]1C

Geometry (Å):
C (-1.11, -0.94, 1.33)
C (-0.97, -0.50, -0.13)
O (-0.41, -1.57, -0.91)
C (0.93, -1.22, -1.31)
C (1.32, 0.00, -0.51)
C (-0.02, 0.71, -0.40)
C (-0.11, 1.90, 0.55)
H (-0.19, -1.42, 1.66)
H (-1.31, -0.06, 1.95)
H (-1.93, -1.65, 1.49)
H (-1.96, -0.25, -0.52)
H (1.67, -2.02, -1.19)
H (0.92, -0.93, -2.37)
H (1.73, -0.23, 0.49)
H (2.12, 0.46, -1.11)
H (-0.30, 1.05, -1.41)
H (0.43, 2.76, 0.15)
H (-1.14, 2.22, 0.70)
H (0.32, 1.68, 1.54)

Atomic partial charges in e from the Mulliken method, atoms 1 to 4: -1.35 0.23 -0.45 -0.53

Record 4
DFT (ωB97M-V/def2-TZVPD) results for 5 unconnected molecules or ions with the total composition C16H30N2O4 at a distorted geometry.

Frontier orbital gap (alpha / beta) = 1.8 / 8.9 eV
Spin multiplicity = 2
LUMO (alpha / beta) = 2.62 / 2.74 eV
Total charge = -1
Total energy = -28245.7285 eV
HOMO level (alpha / beta) = 0.771 / -6.112 eV

Geometry (Å):
C (2.88, 0.70, -2.75)
C (2.25, 2.03, -2.52)
O (1.15, 2.20, -2.99)
C (3.11, 3.28, -2.25)
H (2.38, 0.11, -3.53)
H (2.91, 0.25, -1.75)
H (3.90, 0.94, -3.04)
H (2.56, 4.19, -2.46)
H (4.06, 3.32, -2.78)
H (3.18, 3.32, -1.16)
C (-4.26, -0.96, 3.24)
C (-3.87, -0.74, 4.70)
O (-3.31, 0.32, 5.03)
C (-4.47, -1.66, 5.74)
H (-4.15, -2.00, 2.93)
H (-3.65, -0.32, 2.61)
H (-5.30, -0.70, 3.04)
H (-4.71, -2.62, 5.28)
H (-5.39, -1.16, 6.02)
H (-3.75, -1.94, 6.51)
C (-0.91, 0.82, 0.61)
C (0.02, -0.28, 0.34)
O (-0.17, -1.01, -0.56)
C (1.27, -0.48, 1.19)
H (-1.26, 1.02, -0.40)
H (-0.47, 1.61, 1.22)
H (-1.69, 0.36, 1.21)
H (1.06, -0.82, 2.20)
H (1.78, 0.47, 1.37)
H (1.89, -1.13, 0.57)
C (-0.89, -5.96, -4.80)
C (-0.01, -4.77, -4.51)
O (0.62, -4.26, -5.44)
N (0.18, -4.37, -3.29)
C (-0.74, -4.44, -2.14)
H (-0.46, -6.60, -5.58)
H (-1.79, -5.49, -5.17)
H (-0.99, -6.67, -3.98)
H (0.74, -3.53, -3.23)
H (-0.54, -3.61, -1.46)
H (-0.32, -5.36, -1.73)
H (-1.81, -4.62, -2.19)
N (1.67, 4.81, 0.48)
C (1.65, 3.93, 1.51)
C (1.93, 4.61, 2.71)
C (2.21, 5.93, 2.36)
C (2.03, 6.11, 1.00)
H (1.38, 4.52, -0.45)
H (1.34, 2.94, 1.23)
H (1.97, 4.16, 3.69)
H (2.57, 6.67, 3.06)
H (2.22, 6.93, 0.32)

Atomic partial charges in e from the Mulliken method, atoms 1 to 4: -1.02 0.96 -0.44 -1.48

Q: Which formula does entry 3 have?
A: C6H12O

Q: Look up the total energy of the third one.
A: -8463.7890 eV

Q: total energy of number 2 (C11H10Cl3CrN6S)?
A: -97328.8751 eV